The following is a quantum chemistry calculation of a 13-piece molecular cluster, C49H98Cl2O34 overall, from the Open Molecules 2025 dataset.

Values from the calculation:
Gap between HOMO and LUMO   10.2 eV
HOMO energy   -0.3617 Ha
Charge   0
DFT total energy   -5404.328136 hartree
Molecular weight   1302.20 g/mol
LUMO level   0.012 hartree

Bonds (Å) are listed after each position.
Geometry (Å):
1 C 0.901 -3.095 -3.841  Cl2 1.791, Cl3 1.785, H4 1.090, H5 1.090
2 Cl 2.684 -3.028 -3.679  C1 1.791
3 Cl 0.128 -3.203 -2.236  C1 1.785
4 H 0.559 -2.244 -4.430  C1 1.090
5 H 0.706 -3.994 -4.425  C1 1.090
6 C -3.293 0.598 -7.776  C7 1.581, H13 1.090, H14 1.090, H15 1.090
7 C -2.985 -0.812 -7.130  C6 1.581, O8 1.382, H16 1.090, H17 1.090
8 O -2.558 -0.516 -5.850  C7 1.382, C9 1.402
9 C -1.826 -1.518 -5.198  O8 1.402, O10 1.225, O11 1.319
10 O -1.541 -2.608 -5.678  C9 1.225
11 O -1.554 -1.191 -3.949  C9 1.319, C12 1.453
12 C -1.649 0.132 -3.355  O11 1.453, H18 1.090, H19 1.090, H20 1.090
13 H -4.155 1.065 -7.298  C6 1.090
14 H -3.553 0.534 -8.833  C6 1.090
15 H -2.381 1.194 -7.757  C6 1.090
16 H -2.181 -1.336 -7.647  C7 1.090
17 H -3.845 -1.479 -7.183  C7 1.090
18 H -0.707 0.677 -3.413  C12 1.090
19 H -1.906 -0.024 -2.307  C12 1.090
20 H -2.395 0.782 -3.811  C12 1.090
21 C 2.143 7.400 3.227  C22 1.534, H28 1.090, H29 1.090, H30 1.090
22 C 1.030 6.532 2.627  C21 1.534, O23 1.437, H31 1.090, H32 1.090
23 O 1.132 6.400 1.200  C22 1.437, C24 1.335
24 C 0.412 5.419 0.650  O23 1.335, O25 1.250, O26 1.341
25 O -0.520 4.842 1.250  C24 1.250
26 O 0.810 5.101 -0.590  C24 1.341, C27 1.444
27 C 0.215 4.004 -1.316  O26 1.444, H33 1.090, H34 1.090, H35 1.090
28 H 1.951 8.416 2.881  C21 1.090
29 H 3.117 7.049 2.886  C21 1.090
30 H 2.040 7.420 4.312  C21 1.090
31 H 0.015 6.912 2.745  C22 1.090
32 H 0.992 5.669 3.292  C22 1.090
33 H -0.789 4.336 -1.576  C27 1.090
34 H 0.128 3.057 -0.783  C27 1.090
35 H 0.799 3.790 -2.212  C27 1.090
36 C 0.216 -0.548 4.443  C37 1.546, H43 1.090, H44 1.090, H45 1.090
37 C 0.889 0.351 3.381  C36 1.546, O38 1.352, H46 1.090, H47 1.090
38 O 2.137 -0.069 3.074  C37 1.352, C39 1.342
39 C 3.249 0.161 3.789  O38 1.342, O40 1.222, O41 1.347
40 O 3.282 0.720 4.875  C39 1.222
41 O 4.295 -0.306 3.079  C39 1.347, C42 1.361
42 C 5.602 -0.318 3.461  O41 1.361, H48 1.090, H49 1.090, H50 1.090
43 H 0.604 -0.462 5.458  C36 1.090
44 H 0.242 -1.600 4.157  C36 1.090
45 H -0.825 -0.229 4.482  C36 1.090
46 H 0.850 1.408 3.645  C37 1.090
47 H 0.313 0.309 2.457  C37 1.090
48 H 6.135 0.169 2.644  C42 1.090
49 H 6.097 -1.270 3.271  C42 1.090
50 H 5.815 0.243 4.371  C42 1.090
51 C -6.267 2.209 9.194  C52 1.583, H58 1.090, H59 1.090, H60 1.090
52 C -4.930 2.418 8.372  C51 1.583, O53 1.396, H61 1.090, H62 1.090
53 O -4.753 1.754 7.156  C52 1.396, C54 1.362
54 C -4.342 0.459 7.239  O53 1.362, O55 1.206, O56 1.310
55 O -4.356 -0.323 8.156  C54 1.206
56 O -4.097 0.045 6.020  C54 1.310, C57 1.396
57 C -3.594 -1.226 5.734  O56 1.396, H63 1.090, H64 1.090, H65 1.090
58 H -6.223 2.915 10.023  C51 1.090
59 H -6.431 1.216 9.612  C51 1.090
60 H -7.103 2.416 8.527  C51 1.090
61 H -4.072 2.160 8.992  C52 1.090
62 H -4.913 3.502 8.261  C52 1.090
63 H -3.642 -1.959 6.539  C57 1.090
64 H -2.511 -1.197 5.608  C57 1.090
65 H -4.018 -1.645 4.822  C57 1.090
66 C 6.978 7.446 3.764  C67 1.494, H73 1.090, H74 1.090, H75 1.090
67 C 7.148 6.152 3.037  C66 1.494, O68 1.449, H76 1.090, H77 1.090
68 O 5.892 5.478 3.300  C67 1.449, C69 1.314
69 C 5.312 4.737 2.384  O68 1.314, O70 1.234, O71 1.268
70 O 5.825 4.434 1.304  C69 1.234
71 O 4.117 4.476 2.720  C69 1.268, C72 1.419
72 C 3.278 3.621 1.959  O71 1.419, H78 1.090, H79 1.090, H80 1.090
73 H 6.135 7.986 3.334  C66 1.090
74 H 7.856 8.084 3.664  C66 1.090
75 H 6.840 7.230 4.824  C66 1.090
76 H 7.953 5.541 3.446  C67 1.090
77 H 7.499 6.237 2.009  C67 1.090
78 H 3.598 3.584 0.918  C72 1.090
79 H 2.209 3.832 1.988  C72 1.090
80 H 3.388 2.587 2.286  C72 1.090
81 C -3.400 3.157 -0.937  C82 1.549, H88 1.090, H89 1.090, H90 1.090
82 C -4.798 2.559 -1.233  C81 1.549, O83 1.465, H91 1.090, H92 1.090
83 O -4.765 2.267 -2.669  C82 1.465, C84 1.383
84 C -5.969 1.865 -3.219  O83 1.383, O85 1.244, O86 1.376
85 O -7.026 1.663 -2.596  C84 1.244
86 O -5.746 1.740 -4.571  C84 1.376, C87 1.449
87 C -6.908 1.678 -5.434  O86 1.449, H93 1.090, H94 1.090, H95 1.090
88 H -3.316 4.142 -1.396  C81 1.090
89 H -2.555 2.591 -1.329  C81 1.090
90 H -3.307 3.281 0.142  C81 1.090
91 H -5.579 3.310 -1.108  C82 1.090
92 H -4.981 1.649 -0.662  C82 1.090
93 H -7.306 2.683 -5.578  C87 1.090
94 H -7.770 1.051 -5.203  C87 1.090
95 H -6.580 1.410 -6.438  C87 1.090
96 C -5.424 -4.933 1.212  C97 1.505, H103 1.090, H104 1.090, H105 1.090
97 C -6.257 -4.184 2.218  C96 1.505, O98 1.394, H106 1.090, H107 1.090
98 O -7.123 -3.228 1.688  C97 1.394, C99 1.341
99 C -6.682 -1.996 1.397  O98 1.341, O100 1.228, O101 1.374
100 O -5.552 -1.594 1.661  C99 1.228
101 O -7.599 -1.231 0.716  C99 1.374, C102 1.369
102 C -7.274 -0.138 -0.042  O101 1.369, H108 1.090, H109 1.090, H110 1.090
103 H -4.840 -4.262 0.581  C96 1.090
104 H -6.083 -5.626 0.690  C96 1.090
105 H -4.688 -5.562 1.713  C96 1.090
106 H -5.585 -3.709 2.931  C97 1.090
107 H -6.777 -4.939 2.808  C97 1.090
108 H -6.344 -0.305 -0.585  C102 1.090
109 H -7.006 0.670 0.640  C102 1.090
110 H -8.061 0.093 -0.761  C102 1.090
111 C 2.264 0.749 -0.360  C112 1.493, H118 1.090, H119 1.090, H120 1.090
112 C 1.096 0.013 -0.929  C111 1.493, O113 1.412, H121 1.090, H122 1.090
113 O 0.444 -0.736 0.075  C112 1.412, C114 1.263
114 C -0.763 -0.483 0.347  O113 1.263, O115 1.219, O116 1.377
115 O -1.360 0.532 0.034  C114 1.219
116 O -1.168 -1.444 1.245  C114 1.377, C117 1.414
117 C -2.556 -1.623 1.449  O116 1.414, H123 1.090, H124 1.090, H125 1.090
118 H 3.012 0.068 0.045  C111 1.090
119 H 1.944 1.491 0.372  C111 1.090
120 H 2.661 1.458 -1.087  C111 1.090
121 H 1.305 -0.718 -1.710  C112 1.090
122 H 0.400 0.683 -1.433  C112 1.090
123 H -3.183 -0.741 1.584  C117 1.090
124 H -2.668 -2.350 2.253  C117 1.090
125 H -2.901 -2.101 0.533  C117 1.090
126 C -1.108 -5.016 0.767  C127 1.517, H133 1.090, H134 1.090, H135 1.090
127 C -1.319 -5.539 2.176  C126 1.517, O128 1.380, H136 1.090, H137 1.090
128 O -2.183 -6.615 2.192  C127 1.380, C129 1.340
129 C -1.817 -7.808 1.702  O128 1.340, O130 1.266, O131 1.338
130 O -0.737 -8.188 1.162  C129 1.266
131 O -2.858 -8.639 1.832  C129 1.338, C132 1.379
132 C -2.879 -9.915 1.308  O131 1.379, H138 1.090, H139 1.090, H140 1.090
133 H -0.295 -5.574 0.303  C126 1.090
134 H -0.849 -3.965 0.639  C126 1.090
135 H -1.951 -5.171 0.094  C126 1.090
136 H -1.827 -4.786 2.778  C127 1.090
137 H -0.428 -5.875 2.706  C127 1.090
138 H -2.327 -9.860 0.370  C132 1.090
139 H -3.919 -10.159 1.093  C132 1.090
140 H -2.406 -10.624 1.988  C132 1.090
141 C 6.190 -1.645 -4.506  C142 1.538, H148 1.090, H149 1.090, H150 1.090
142 C 5.691 -0.386 -3.778  C141 1.538, O143 1.374, H151 1.090, H152 1.090
143 O 6.415 -0.122 -2.640  C142 1.374, C144 1.323
144 C 6.141 0.888 -1.831  O143 1.323, O145 1.228, O146 1.341
145 O 5.222 1.686 -1.996  C144 1.228
146 O 7.101 0.935 -0.896  C144 1.341, C147 1.387
147 C 6.890 1.868 0.108  O146 1.387, H153 1.090, H154 1.090, H155 1.090
148 H 6.302 -2.456 -3.785  C141 1.090
149 H 7.227 -1.488 -4.804  C141 1.090
150 H 5.534 -2.020 -5.291  C141 1.090
151 H 4.613 -0.456 -3.632  C142 1.090
152 H 5.830 0.373 -4.547  C142 1.090
153 H 6.797 2.844 -0.368  C147 1.090
154 H 7.715 1.987 0.812  C147 1.090
155 H 6.106 1.632 0.827  C147 1.090
156 O 5.017 -3.775 1.540  C157 1.211
157 C 4.451 -3.780 0.470  O156 1.211, O158 1.280, C161 1.450
158 O 3.198 -3.589 0.294  C157 1.280, C159 1.453
159 C 2.267 -3.107 1.300  O158 1.453, C160 1.535, H162 1.090, H163 1.090
160 C 1.921 -4.211 2.308  C159 1.535, H164 1.090, H165 1.090, H166 1.090
161 C 5.121 -3.752 -0.815  C157 1.450, H167 1.090, H168 1.090, H169 1.090
162 H 1.376 -2.814 0.744  C159 1.090
163 H 2.693 -2.215 1.759  C159 1.090
164 H 2.784 -4.735 2.719  C160 1.090
165 H 1.254 -4.894 1.782  C160 1.090
166 H 1.269 -3.855 3.106  C160 1.090
167 H 5.685 -2.824 -0.909  C161 1.090
168 H 4.442 -3.949 -1.644  C161 1.090
169 H 5.733 -4.650 -0.903  C161 1.090
170 O 3.720 -0.018 -7.614  C171 1.226
171 C 2.688 0.522 -7.999  O170 1.226, O172 1.315, C175 1.466
172 O 1.845 1.286 -7.340  C171 1.315, C173 1.403
173 C 2.130 1.505 -5.984  O172 1.403, C174 1.527, H176 1.090, H177 1.090
174 C 1.619 0.366 -5.105  C173 1.527, H178 1.090, H179 1.090, H180 1.090
175 C 2.093 0.123 -9.278  C171 1.466, H181 1.090, H182 1.090, H183 1.090
176 H 1.498 2.348 -5.706  C173 1.090
177 H 3.166 1.729 -5.728  C173 1.090
178 H 1.375 0.706 -4.098  C174 1.090
179 H 2.350 -0.428 -4.954  C174 1.090
180 H 0.676 0.100 -5.583  C174 1.090
181 H 2.972 0.029 -9.916  C175 1.090
182 H 1.450 0.834 -9.795  C175 1.090
183 H 1.502 -0.768 -9.063  C175 1.090